(1)
C5H12N2O | the ωB97M-V functional and the def2-TZVPD basis

```
20
Properties=species:S:1:pos:R:3:forces:R:3
C -1.122928 -1.628990 -1.289242 0.9 -0.4 -0.5
C -0.047617 -0.751266 -1.965171 -0.6 -0.6 1.1
C -0.024174 0.652756 -1.394628 0.3 1.5 0.1
C -0.164376 0.846311 0.111554 -0.4 -0.2 0.3
N 1.044673 0.475830 0.819862 -0.4 -0.4 -0.3
C 1.214550 0.449213 2.176097 0.5 0.8 -0.1
N 0.093680 0.639296 2.928793 -0.3 -0.2 0.3
O 2.323514 0.348794 2.676132 0.0 -0.4 0.1
H -1.016680 -2.655259 -1.653231 -0.3 0.1 -0.3
H -0.872519 -1.733268 -0.237812 -0.4 0.3 0.3
H -2.129653 -1.266810 -1.488410 -0.1 0.0 0.3
H -0.229711 -0.752661 -3.032399 0.3 0.2 -0.3
H 0.901298 -1.239657 -1.741212 0.2 0.1 -0.3
H -0.737321 1.359640 -1.839898 -0.3 -0.6 -0.1
H 0.912030 1.166640 -1.628869 0.3 -0.2 -0.3
H -1.034979 0.301667 0.498569 0.2 -0.2 -0.1
H -0.406230 1.892529 0.297012 0.1 0.3 -0.1
H 1.901855 0.473861 0.292787 0.1 0.0 0.1
H -0.802663 0.864393 2.540858 0.0 -0.1 0.0
H 0.197253 0.556977 3.929217 0.0 0.1 -0.3
```
Positions in Å, forces in eV/Å.

- total energy (Eh) = -382.49091
- SMILES = CCCCNC(N)=O
- relative energy (zero: lowest compared OMol25 entry of this formula, charge and spin) (kcal per mole) = 7.29
- frontier orbital gap (eV) = 10.2
- E_HOMO (eV) = -9.40



(2)
C3H11N2S | the ωB97M-V functional and the def2-TZVPD basis

```
17
Properties=species:S:1:pos:R:3:forces:R:3
C -3.408820 -1.360379 -0.940803 0.4 -0.1 0.0
N -2.683516 -1.705784 0.045247 -0.8 0.1 0.3
H -2.957283 -0.800782 -1.752821 -0.1 0.2 0.0
H -4.459751 -1.622834 -1.025676 0.0 -0.1 -0.1
H -3.258271 -2.244472 0.699993 0.2 0.0 0.0
C 0.150701 0.173738 0.121941 0.0 0.6 0.0
C 1.451111 0.754907 0.643683 0.2 0.2 0.0
S 2.595181 1.032208 -0.756356 -0.2 -0.3 0.2
N -0.802594 -0.063043 1.255766 -0.1 -0.6 -0.6
H 0.265284 -0.765120 -0.406926 0.1 -0.2 0.0
H -0.314149 0.898010 -0.544747 -0.1 -0.1 -0.1
H 1.891173 0.114054 1.407927 0.1 -0.2 -0.2
H 1.281796 1.724625 1.112796 -0.2 0.0 0.0
H 3.650044 1.236331 0.039399 0.1 0.0 -0.1
H -1.600535 -0.691182 0.912480 0.3 0.2 -0.3
H -1.168260 0.810599 1.613021 0.0 0.1 0.4
H -0.314430 -0.595491 1.967207 0.0 0.2 0.5
```
Positions in Å, forces in eV/Å.

- total energy (Eh) = -628.33242
- relative energy (zero: lowest compared OMol25 entry of this formula, charge and spin) (kcal per mole) = 28.07
- frontier orbital gap (eV) = 9.5
- total charge = +1
- E_HOMO (eV) = -12.66